Below is a molecular structure, C33H37AsBiCl6N9O5Si2, with properties calculated with ωB97M-V/def2-TZVPD.

The energy above the lowest of the compared OMol25 structures with the same formula, charge and spin is 14.7 kcal/mol. The calculation puts the energy at -7939.4465 Eh. As for the lowest unoccupied orbital energy: -0.2 eV. Its charge is 0.

Each line ends with the Mulliken charge.
Positions of all 94 atoms, in Å:
H1 1.05296 5.82688 -3.59748  0.399
C1 -3.73904 -0.11042 -0.65678  -0.164
C2 -2.79354 3.74338 0.96342  -0.724
C3 -5.06944 -1.00312 0.86722  0.044
H2 -4.76154 -1.57642 3.72292  0.417
H3 1.01796 1.37738 3.68522  0.339
H4 -1.15164 4.87668 0.15402  0.312
H5 1.60096 -2.39922 4.77312  0.336
H6 0.43326 0.00108 4.59832  0.565
C4 0.75966 0.32478 3.61432  -0.567
C5 1.26916 -4.79712 1.22102  -1.159
C6 1.80466 -0.73462 -4.35008  0.103
C7 0.00416 -1.86012 -2.59048  1.365
Cl1 -6.37704 -1.61772 1.75332  -0.156
H7 1.48086 -5.79522 0.85142  0.484
C8 0.65336 2.92178 0.71682  0.206
C9 -1.15234 -2.81702 3.17522  -0.258
C10 4.25536 -3.88172 1.05092  -1.212
C11 0.12966 -2.40382 -3.86408  0.061
C12 0.74036 -0.76052 -2.16528  -2.307
H8 4.68536 -0.06152 2.80552  0.300
H9 -3.52374 -2.58412 5.56302  0.370
H10 -3.61204 4.41018 0.79132  0.504
Cl2 -0.80764 -3.75732 -4.35438  -0.177
H11 0.62666 3.23828 -5.87428  0.362
H12 -0.28734 1.56078 -4.53818  0.250
H13 4.96506 -3.34942 0.42342  0.328
H14 -1.41754 -2.20232 1.14262  0.417
C13 -3.75524 -1.91752 3.55532  -0.617
C14 2.65536 2.19088 0.32282  -1.181
H15 2.01906 2.47368 -5.05698  0.277
H16 3.61016 4.15968 0.66252  0.523
C15 -1.85464 -2.26802 2.12372  0.138
H17 3.05256 -4.65982 -1.75548  0.565
N1 0.85896 3.73888 -3.85888  0.252
As1 2.25606 -1.14312 0.67952  -0.296
H18 4.05226 0.53938 4.33432  0.417
H19 2.06476 4.18658 -5.48648  0.372
O1 -6.27304 0.98858 -1.98948  -0.586
Si1 2.26416 -0.70332 3.01642  1.022
H20 -5.31084 1.23838 -2.22388  0.435
N2 -1.51514 4.07118 0.67022  0.103
C16 1.63426 -0.21262 -3.06858  0.828
H21 2.26976 4.83298 -2.74028  0.312
H22 -1.20144 -3.37652 5.23592  0.449
C17 -0.76014 2.97978 0.94432  -0.995
C18 0.28016 4.70428 -1.86958  0.399
C19 1.04626 -1.83312 -4.74868  0.317
N3 -1.49034 1.99688 1.44442  0.022
C20 -3.11424 0.57848 -1.84258  0.639
Bi1 0.05426 -0.07492 -0.08848  0.600
H23 -0.13824 -3.14572 3.02382  0.306
H24 -0.09334 0.25168 2.94382  -0.246
Cl3 -1.07894 -2.56812 -1.46028  -0.205
C21 2.75826 3.51748 0.60172  -1.449
C22 -5.10954 -0.29572 -0.32778  -0.164
H25 1.34626 -4.84122 2.30232  0.351
C23 -0.05944 3.01608 -3.17738  0.055
H26 2.85076 -2.93182 -1.96728  0.215
H27 3.69086 1.37758 2.83362  0.272
H28 3.42146 1.47238 0.10402  0.755
C24 2.47956 -2.23652 4.15812  -1.145
N4 -3.76494 -1.18712 1.20312  -0.057
C25 -1.74944 -2.93622 4.41822  -0.688
H29 -1.19994 1.30028 -3.04088  -0.199
C26 -3.05104 -2.50002 4.59642  -0.944
N5 -0.54854 1.88258 -3.62518  0.199
H30 1.21186 4.92888 0.95602  0.346
Cl4 2.56726 1.13798 -2.57948  -0.125
O2 -7.43104 -0.35752 -0.67728  -0.624
C27 3.82156 0.39638 3.28322  -1.255
Si2 2.47076 -3.52392 0.43712  0.474
H31 2.66486 -3.13382 3.57602  0.138
N6 1.49466 3.96368 0.85742  0.273
O3 0.20256 5.49128 -0.92698  -0.886
C28 2.45426 -3.80652 -1.45598  -0.977
Cl5 2.94156 -0.04882 -5.44488  -0.161
N7 -0.39634 3.56338 -2.00338  -0.222
H32 1.44526 -3.97082 -1.81628  0.139
Cl6 1.23326 -2.48392 -6.32418  -0.201
C29 1.41956 3.38478 -5.13558  -1.055
C30 -3.15324 -1.80102 2.30692  0.101
O4 -1.91734 0.28388 -2.07358  -0.445
H33 4.40036 -3.52192 2.06522  0.311
C31 -6.36974 0.10548 -1.02258  0.431
H34 0.23876 -4.57392 0.96432  0.271
N8 1.34016 1.83148 0.39852  1.898
C32 -2.75604 2.46688 1.47242  -0.695
H35 3.32616 -2.10442 4.82432  0.460
H36 4.50876 -4.93652 1.02962  0.399
H37 -3.55554 1.86968 1.86652  0.518
N9 -2.96974 -0.65302 0.26652  0.754
O5 -3.80144 1.37368 -2.49868  -0.899
C33 1.22596 4.88298 -3.07418  -0.457